(1)
{"formula": "C25H23N3O5S", "method": "ωB97M-V/def2-TZVPD", "species": ["C", "C", "C", "C", "C", "C", "N", "C", "O", "C", "S", "C", "N", "C", "C", "C", "C", "O", "O", "C", "C", "C", "C", "C", "O", "N", "C", "C", "C", "C", "C", "O", "C", "C", "H", "H", "H", "H", "H", "H", "H", "H", "H", "H", "H", "H", "H", "H", "H", "H", "H", "H", "H", "H", "H", "H", "H"], "positions_angstrom": [[-2.50322, 5.13003, 0.16286], [-1.05872, 5.45637, 0.54798], [-0.17904, 4.25287, 0.36631], [0.03288, 3.35794, 1.40710], [0.81307, 2.22876, 1.24143], [1.40054, 1.97527, 0.00772], [2.20231, 0.85347, -0.23878], [2.67772, -0.06337, 0.63713], [2.53766, -0.04798, 1.83563], [3.52315, -1.14760, -0.03846], [2.87364, -1.66120, -1.65082], [1.27819, -2.18765, -1.13005], [1.05169, -2.16915, 0.12979], [-0.16521, -2.59485, 0.58143], [-0.43163, -2.55233, 1.95210], [-1.64943, -3.01155, 2.41891], [-1.98302, -3.00220, 3.86897], [-3.03863, -3.37068, 4.32279], [-0.97897, -2.54266, 4.62310], [-1.21847, -2.50604, 6.02151], [-2.61350, -3.51073, 1.53093], [-2.36139, -3.54503, 0.18073], [-1.13541, -3.08767, -0.30973], [-0.86152, -3.09624, -1.74279], [-1.61990, -3.48782, -2.60267], [0.40424, -2.59389, -2.08959], [0.70223, -2.41036, -3.50017], [0.73768, -0.95467, -3.83647], [1.61012, -0.20962, -4.57352], [1.12242, 1.12023, -4.53175], [-0.00191, 1.08258, -3.76796], [-0.24224, -0.16798, -3.34281], [1.18999, 2.86098, -1.04570], [0.40794, 3.98395, -0.86415], [-3.13961, 6.00133, 0.29882], [-2.88514, 4.32032, 0.78039], [-2.55710, 4.81996, -0.87838], [-1.02933, 5.78153, 1.58955], [-0.69709, 6.27627, -0.07613], [-0.41796, 3.54808, 2.37029], [0.97445, 1.54744, 2.05962], [2.45775, 0.72860, -1.21166], [3.57498, -2.01425, 0.61836], [4.52845, -0.76979, -0.23338], [0.31996, -2.15868, 2.61658], [-1.41083, -3.51230, 6.40002], [-0.32007, -2.09257, 6.47215], [-2.08442, -1.87837, 6.24233], [-3.54983, -3.86178, 1.93659], [-3.08865, -3.91900, -0.52375], [1.66016, -2.87256, -3.75187], [-0.10762, -2.91546, -4.04054], [2.48453, -0.56331, -5.07871], [1.55313, 1.97786, -5.00629], [-0.68911, 1.84402, -3.45761], [1.64331, 2.66616, -2.00805], [0.25677, 4.66529, -1.68934]], "lumo_ev": -0.098, "largest_force_ev_per_a": 0.96, "charge": 0, "orbital_gap_ev": 8.220}

(2)
{"formula": "C25H23O9S3", "method": "ωB97M-V/def2-TZVPD", "species": ["C", "C", "C", "C", "C", "C", "S", "O", "O", "C", "C", "C", "C", "C", "C", "C", "C", "S", "O", "O", "H", "H", "H", "H", "H", "H", "H", "H", "H", "H", "C", "C", "O", "C", "C", "O", "C", "S", "C", "C", "C", "C", "C", "C", "O", "O", "O", "H", "H", "H", "H", "H", "H", "H", "H", "H", "H", "H", "H", "H"], "positions_angstrom": [[-3.68724, 5.03936, -1.08257], [-2.37178, 4.78895, -0.69676], [-1.97844, 3.47410, -0.45184], [-2.88667, 2.43175, -0.50226], [-4.21473, 2.68148, -0.85179], [-4.60709, 3.98544, -1.15762], [-2.13907, 0.79056, -0.54840], [-2.50679, 0.07557, 0.65563], [-2.53559, 0.29115, -1.85349], [-0.48136, 1.28351, -0.51766], [0.50218, 0.45029, -1.29949], [1.96253, 0.93466, -1.33925], [2.56190, 1.56813, -0.26095], [3.86723, 2.05753, -0.40955], [4.55936, 1.85582, -1.60586], [3.99077, 1.07691, -2.61706], [2.67577, 0.62195, -2.48973], [-0.26046, 2.99143, -0.43206], [0.32906, 3.47388, -1.66201], [0.27051, 3.40410, 0.85428], [-3.98609, 6.05255, -1.35343], [-1.63774, 5.58860, -0.62903], [-4.91352, 1.85025, -0.90827], [-5.63267, 4.17405, -1.47615], [0.13108, 0.40980, -2.34715], [2.03079, 1.67363, 0.68854], [4.31767, 2.58524, 0.42827], [5.55899, 2.27070, -1.73945], [4.53881, 0.82109, -3.52170], [2.16507, 0.05353, -3.27539], [-3.49035, -3.50540, -1.12594], [-2.44050, -2.88036, -1.99392], [-1.50799, -2.24970, -1.06317], [-0.33916, -1.86987, -1.61290], [0.41863, -0.86374, -0.84110], [1.25969, -1.32444, 0.05000], [2.21799, -2.37009, -0.29374], [-0.85016, -2.39902, 2.02988], [0.55927, -1.98682, 3.15416], [1.15983, -3.02199, 3.84816], [2.28018, -2.74218, 4.64327], [2.77231, -1.43528, 4.75146], [2.14955, -0.40668, 4.03420], [1.03830, -0.68639, 3.22561], [-2.09383, -2.48670, 2.78854], [-0.38422, -3.61922, 1.37469], [0.12533, -2.31234, -2.66027], [-4.31016, -3.85191, -1.75688], [-3.09001, -4.36600, -0.58206], [-3.87558, -2.79146, -0.39254], [-1.89474, -3.62194, -2.59539], [-2.87283, -2.08911, -2.62490], [3.19846, -1.91835, -0.12793], [2.03329, -3.19641, 0.39229], [2.08895, -2.66799, -1.34082], [0.77425, -4.03844, 3.76592], [2.75921, -3.55420, 5.19054], [3.62439, -1.21404, 5.40403], [2.52345, 0.61692, 4.10810], [0.54396, 0.09716, 2.65292]], "lumo_ev": 0.774, "largest_force_ev_per_a": 4.57, "charge": -1, "orbital_gap_ev": 4.289}

(3)
{"formula": "C25H24AsCrNP2S4", "method": "ωB97M-V/def2-TZVPD", "species": ["Cr", "N", "P", "C", "C", "C", "C", "C", "C", "C", "C", "C", "C", "C", "C", "P", "C", "C", "C", "C", "C", "C", "C", "C", "C", "C", "C", "C", "H", "H", "H", "H", "H", "H", "H", "H", "H", "H", "H", "H", "H", "H", "H", "H", "H", "H", "H", "H", "H", "S", "As", "S", "S", "S", "C", "H", "H", "H"], "positions_angstrom": [[0.44509, 0.28858, -0.18665], [1.80791, 2.92309, -0.35821], [0.80584, 2.37837, 0.88939], [1.64712, 2.46776, 2.46222], [2.11347, 3.73658, 2.82624], [2.77550, 3.89966, 4.03003], [2.94372, 2.81489, 4.88239], [2.45225, 1.56459, 4.53867], [1.80531, 1.38474, 3.32430], [-0.58695, 3.48942, 0.99507], [-0.88369, 4.36986, -0.04679], [-1.97151, 5.22216, 0.06964], [-2.76214, 5.18929, 1.20861], [-2.46294, 4.31913, 2.25186], [-1.37389, 3.47296, 2.15290], [1.49086, 1.82439, -1.59996], [0.46310, 2.60429, -2.83294], [1.07130, 3.50758, -3.71099], [0.29205, 4.21968, -4.60691], [-1.08498, 4.03276, -4.63114], [-1.69259, 3.14276, -3.75571], [-0.92016, 2.43073, -2.85228], [3.00087, 1.26136, -2.33417], [4.16976, 1.20059, -1.57166], [5.32886, 0.70496, -2.14109], [5.31578, 0.25609, -3.45769], [4.15038, 0.30072, -4.20945], [2.98381, 0.80243, -3.65289], [2.59840, 3.55154, -0.28062], [1.95017, 4.59484, 2.18349], [3.14874, 4.87532, 4.30939], [3.45262, 2.94930, 5.82741], [2.56920, 0.72998, 5.21592], [1.41137, 0.40977, 3.07106], [-0.26267, 4.40696, -0.93085], [-2.19599, 5.91837, -0.72691], [-3.60924, 5.85665, 1.29326], [-3.06948, 4.31456, 3.14695], [-1.11917, 2.82954, 2.98650], [2.14581, 3.64756, -3.70330], [0.75891, 4.91389, -5.29198], [-1.68941, 4.58358, -5.33931], [-2.76458, 3.00364, -3.77885], [-1.40844, 1.75210, -2.16265], [4.17942, 1.54242, -0.54269], [6.24228, 0.66920, -1.56358], [6.22391, -0.13146, -3.89968], [4.14890, -0.05234, -5.23151], [2.07500, 0.83823, -4.24024], [-0.41710, -3.77794, -0.10307], [0.69233, -2.77449, -1.42585], [-0.29101, -0.72853, -1.89573], [1.99602, -0.48111, 0.62286], [2.40074, -2.95021, -2.45079], [-0.99544, 0.27532, 1.19073], [-0.83332, 0.61718, 2.20811], [-1.23569, -0.79320, 1.17356], [-1.78882, 0.86126, 0.71369]], "lumo_ev": [-8.241, -8.238], "largest_force_ev_per_a": 0.50, "charge": 2, "orbital_gap_ev": [6.632, 6.635]}

(4)
{"formula": "C25H24F5O2Si", "method": "ωB97M-V/def2-TZVPD", "species": ["C", "Si", "C", "C", "O", "C", "C", "C", "C", "F", "C", "F", "C", "F", "C", "F", "C", "F", "H", "H", "H", "H", "H", "H", "H", "H", "H", "H", "H", "C", "O", "C", "C", "C", "C", "C", "C", "C", "C", "C", "C", "C", "C", "C", "H", "H", "H", "H", "H", "H", "H", "H", "H", "H", "H", "H", "H"], "positions_angstrom": [[-4.59457, -3.62994, 0.46087], [-2.91236, -2.91824, 0.84062], [-3.01760, -1.16951, 1.45800], [-1.95265, -4.06423, 1.95611], [-2.13408, -2.87653, -0.65504], [-1.47197, -1.90661, -1.37858], [-0.30987, -1.42804, -0.85570], [-2.11120, -1.50284, -2.64090], [-1.84756, -0.25437, -3.24732], [-1.05025, 0.66430, -2.63745], [-2.45455, 0.15099, -4.42596], [-2.12117, 1.32673, -4.99944], [-3.45316, -0.62772, -4.99931], [-4.08144, -0.21862, -6.12076], [-3.83545, -1.81082, -4.36721], [-4.89411, -2.49179, -4.85228], [-3.15895, -2.25531, -3.24239], [-3.58145, -3.43681, -2.72738], [-5.21533, -3.65944, 1.36840], [-5.12060, -3.02621, -0.28983], [-4.51624, -4.65205, 0.06739], [-3.59983, -1.12587, 2.39148], [-2.02527, -0.73686, 1.64856], [-3.52567, -0.53345, 0.71670], [-2.40532, -4.09279, 2.95937], [-1.95123, -5.09063, 1.56132], [-0.90648, -3.74922, 2.06632], [0.25937, -0.65380, -1.35118], [0.08409, -1.93695, 0.01803], [4.80306, -2.39901, -0.43283], [3.64830, -2.23185, 0.41198], [3.22747, -0.98152, 0.73801], [2.23076, -0.91064, 1.74229], [1.66604, 0.28763, 2.08195], [2.05996, 1.50277, 1.45124], [1.45342, 2.69906, 1.89031], [1.93189, 4.02714, 1.78633], [1.08354, 5.06728, 2.28253], [1.41417, 6.40157, 2.11635], [2.59429, 6.77079, 1.44719], [3.47122, 5.76424, 1.01205], [3.20360, 4.41738, 1.25461], [3.02420, 1.41548, 0.40439], [3.65519, 0.21973, 0.10996], [4.98282, -3.47485, -0.43051], [4.58852, -2.05745, -1.45637], [5.67676, -1.87116, -0.01960], [1.92620, -1.84050, 2.22254], [0.90840, 0.32890, 2.86755], [0.53932, 2.58704, 2.46867], [0.15861, 4.77071, 2.78594], [0.74890, 7.16979, 2.50716], [2.83631, 7.82783, 1.30316], [4.38361, 6.05029, 0.48892], [3.96596, 3.66677, 1.04597], [3.25211, 2.30858, -0.18201], [4.47027, 0.19066, -0.62024]], "lumo_ev": -5.627, "largest_force_ev_per_a": 2.36, "charge": 1, "orbital_gap_ev": 5.198}